2 unconnected molecules or ions with the total composition C4H9NO. Source: the OMol25 dataset; level of theory: wB97M-V/def2-TZVPD.

E_tot (hartree): -287.77262
SMILES: CCCN=C=O.[H][H]
LUMO (eV): 0.92
Relative energy (zero: lowest compared OMol25 entry of this formula, charge and spin) (kcal/mol): 37.5
Highest occupied orbital energy (eV): -10.3

Last column: Löwdin charge in e.
Element x y z (Å)
C (-1.543, 0.719, 0.204)  -0.11
C (-1.147, -0.593, -0.442)  -0.26
C (0.113, -1.235, 0.136)  -0.21
N (1.322, -0.503, -0.160)  0.09
C (1.813, 0.075, -1.091)  -0.35
O (2.357, 0.617, -1.981)  0.14
H (-2.446, 1.144, -0.255)  0.08
H (-1.726, 0.568, 1.271)  0.07
H (-0.728, 1.436, 0.104)  0.07
H (-0.983, -0.426, -1.510)  0.11
H (-1.983, -1.291, -0.349)  0.11
H (0.222, -2.269, -0.217)  0.12
H (0.074, -1.284, 1.224)  0.11
H (2.151, 1.195, 1.476)  0.01
H (2.505, 1.848, 1.589)  0.03